a | ORCA calculation (ωB97M-V/def2-TZVPD) on a cluster of 2 separate species, C4H10N2OS in total.

```
18
Properties=species:S:1:pos:R:3:lowdin_charge:R:1
S 1.633 2.230 0.832 0.88
O 1.095 -1.640 0.555 -0.05
N 1.515 -0.484 0.425 -0.26
N -2.228 -0.191 -0.432 -0.04
C 1.780 0.161 -0.873 -0.25
C 1.306 1.551 -0.834 -0.48
C 1.231 0.820 1.609 -0.32
C -2.539 -1.320 0.475 -0.19
H -3.181 -0.975 1.282 0.06
H -1.338 0.159 -0.154 0.00
H 1.547 0.701 2.586 0.00
H 0.194 1.576 -0.969 0.08
H 1.606 2.289 -1.650 0.11
H -1.665 -1.659 0.991 0.04
H -2.113 -0.707 -1.290 0.05
H -2.915 -2.293 0.054 0.09
H 1.155 -0.379 -1.676 0.16
H 2.918 0.163 -0.929 0.14
```

E_LUMO (alpha / beta): 0.4686 / -0.2754 eV
molecular weight: 134.20 Da
multiplicity: 1

---

b | ORCA calculation (ωB97M-V/def2-TZVPD) on a cluster of 2 separate species, C4H10N2OS in total.

```
18
Properties=species:S:1:pos:R:3:lowdin_charge:R:1
S -1.859 -0.379 -1.353 0.82
O 2.391 -0.036 0.073 0.12
N -1.594 0.875 -0.516 -0.40
N -1.094 -1.866 -0.726 -0.21
C 1.670 1.287 2.077 -0.07
C 0.900 -0.099 2.163 -0.06
C 1.877 0.234 1.101 -0.46
C -0.586 0.176 -2.633 -0.21
H -0.565 1.224 -2.485 0.02
H -1.996 0.840 0.361 -0.07
H -0.923 -0.147 -3.613 0.03
H -1.013 -2.400 -1.559 0.00
H -0.187 0.108 1.900 0.09
H 0.321 -0.417 -2.440 0.05
H 0.895 -0.908 2.921 0.10
H -1.698 -2.269 -0.035 0.01
H 1.040 2.261 1.951 0.14
H 2.422 1.516 2.815 0.09
```

E_LUMO: 0.5986 eV
molecular weight: 134.20 Da
multiplicity: 1

---

c | ORCA calculation (ωB97M-V/def2-TZVPD) on an isolated molecule of C4H10N2OS.

```
18
Properties=species:S:1:pos:R:3:lowdin_charge:R:1
S -0.574 -1.125 -3.173 0.76
O -0.895 1.005 0.038 -0.05
N -0.992 -0.245 -1.740 -0.33
N 0.865 -0.452 -0.222 0.03
C -0.220 0.049 -0.636 -0.54
C 1.591 -1.535 -0.794 -0.18
C -0.322 1.495 1.274 -0.22
C -0.698 0.693 2.560 -0.08
H -0.794 2.472 1.445 0.11
H 0.770 1.619 1.144 0.11
H 0.130 -0.154 -3.822 -0.13
H -0.243 1.093 3.483 0.07
H 2.322 -1.933 -0.068 0.07
H -1.797 0.675 2.667 0.07
H 2.146 -1.197 -1.702 0.07
H -1.912 0.236 -1.735 0.11
H -0.317 -0.363 2.501 0.08
H 0.940 -2.334 -1.219 0.05
```

E_LUMO: 0.7063 eV
molecular weight: 134.20 Da
multiplicity: 1
SMILES: CCO/C(=N/C)NS

---

Energy ordering: c at the bottom, the next structure 82.9 kcal/mol above.

---

a | ORCA calculation (ωB97M-V/def2-TZVPD) on a structure of composition C4H10N2OS.

```
18
Properties=species:S:1:pos:R:3:lowdin_charge:R:1
S 0.873 0.996 -1.560 0.69
O -3.007 0.552 0.116 0.05
N -1.331 1.699 1.146 0.08
N -1.053 -0.766 0.556 0.10
C 1.069 -0.952 -1.293 -0.41
C 0.257 -0.641 1.089 -0.27
C -1.849 0.417 0.491 -0.63
C 1.452 -1.125 0.164 -0.25
H 1.079 0.993 -2.906 -0.14
H 2.266 -0.386 0.432 0.11
H -2.203 2.168 1.398 0.08
H 0.430 0.444 1.308 0.10
H 0.058 -1.355 -1.369 0.06
H 0.423 -1.017 2.086 0.12
H 1.688 -2.171 0.358 0.10
H -1.016 0.110 -0.347 0.11
H 1.718 -1.222 -2.120 0.06
H -0.856 2.256 0.449 0.04
```

E_LUMO: 0.3839 eV
molecular weight: 134.20 Da
multiplicity: 1

---

b | ORCA calculation (ωB97M-V/def2-TZVPD) on an isolated molecule of C4H10N2OS.

```
18
Properties=species:S:1:pos:R:3:lowdin_charge:R:1
S -3.213 -0.824 0.936 0.71
O 0.203 0.455 -2.316 0.05
N -0.706 0.617 -0.280 0.04
N 2.848 0.480 -1.476 0.01
C 0.380 0.503 -1.113 -0.48
C 1.765 0.584 -0.500 -0.21
C -0.759 0.313 1.139 -0.27
C -1.461 -1.030 1.376 -0.53
H 2.621 1.037 -2.288 0.07
H 0.262 0.241 1.435 0.09
H -1.269 1.093 1.707 0.11
H -1.545 0.781 -0.818 0.12
H -0.968 -1.732 0.706 0.08
H -3.461 -2.083 0.559 -0.15
H 1.838 1.550 -0.013 0.12
H -1.403 -1.340 2.388 0.05
H 1.930 -0.151 0.283 0.11
H 2.937 -0.494 -1.726 0.07
```

E_LUMO: 0.7033 eV
molecular weight: 134.20 Da
multiplicity: 1
SMILES: NCC(=O)NCCS

---

Energy ordering: b at the bottom, the next structure 85.5 kcal/mol above.

---

a | ORCA calculation (ωB97M-V/def2-TZVPD) on a cluster of 2 separate species, C4H10N2OS in total.

```
18
Properties=species:S:1:pos:R:3:lowdin_charge:R:1
S -2.365 0.550 0.697 0.42
O 2.367 -0.673 0.067 0.00
N 0.094 -2.306 -0.212 0.16
N 1.431 1.241 -0.797 0.01
C -1.346 -0.184 -0.650 -0.69
C 0.930 2.192 0.246 -0.06
C 0.042 -0.826 -0.460 -0.14
C 1.237 -0.105 -0.389 -0.36
H -1.969 -0.924 -1.252 0.07
H -0.156 2.075 0.392 0.02
H 2.434 1.190 -0.862 0.11
H 1.143 -2.368 -0.103 0.10
H 0.368 -3.070 2.908 0.00
H 1.402 2.032 1.238 0.10
H -1.106 0.622 -1.401 0.07
H -0.192 -2.651 -1.109 0.09
H -0.011 -2.494 3.243 0.01
H 1.149 3.170 -0.155 0.08
```

E_LUMO: -3.3843 eV
molecular weight: 134.20 Da
multiplicity: 1

---

b | ORCA calculation (ωB97M-V/def2-TZVPD) on an isolated molecule of C4H10N2OS.

```
18
Properties=species:S:1:pos:R:3:lowdin_charge:R:1
S 1.472 0.523 -2.142 0.67
O -2.023 0.870 0.803 -0.05
N -0.756 -0.651 -0.245 0.00
N -0.822 0.738 3.151 0.08
C -0.086 0.260 1.960 -0.14
C 1.084 -1.262 -1.844 -0.52
C -0.946 0.248 0.820 -0.59
C 0.495 -1.380 -0.473 -0.33
H -1.835 0.528 3.052 0.15
H -0.908 1.756 3.275 0.15
H 1.977 -1.915 -1.806 0.09
H 1.215 -1.023 0.336 0.11
H 0.374 1.317 -1.928 -0.14
H 0.966 0.482 2.080 0.07
H -0.464 0.367 4.035 0.15
H 0.213 -2.409 -0.208 0.11
H 0.517 -1.726 -2.629 0.06
H -1.252 -0.221 -1.039 0.13
```

E_LUMO: 0.3764 eV
molecular weight: 134.20 Da
multiplicity: 1
SMILES: [NH3+]/C=C(\[O-])NCCS

---

Energy ordering: b at the bottom, the next structure 72.2 kcal/mol above.

---

a | ORCA calculation (ωB97M-V/def2-TZVPD) on a cluster of 3 separate species, C4H10N2OS in total.

```
18
Properties=species:S:1:pos:R:3:lowdin_charge:R:1
S 3.162 -0.316 0.936 0.71
O -0.481 -1.496 -1.918 -0.27
N -2.780 1.219 0.612 0.14
N -0.433 1.492 1.072 0.09
C 0.406 -0.646 0.353 -0.25
C 1.822 -1.245 0.244 -0.64
C -1.584 1.620 0.333 -0.41
C 0.464 0.872 0.192 -0.37
H -2.898 0.990 1.589 0.06
H 1.988 -2.189 0.780 0.08
H -1.406 2.307 -0.534 0.15
H -1.492 -0.014 -0.777 0.39
H 1.414 1.197 0.639 0.05
H 0.129 -0.680 1.445 0.14
H 0.475 1.248 -0.855 0.14
H 1.999 -1.438 -0.805 0.06
H -0.651 -1.798 -2.819 -0.03
H -0.135 -1.124 -0.488 -0.01
```

E_LUMO: -3.8923 eV
molecular weight: 134.20 Da
multiplicity: 1

---

b | ORCA calculation (ωB97M-V/def2-TZVPD) on a cluster of 2 separate species, C4H10N2OS in total.

```
18
Properties=species:S:1:pos:R:3:lowdin_charge:R:1
S 3.436 0.265 -0.070 0.76
O 2.109 -1.887 -0.880 -0.02
N 0.447 0.215 0.885 0.01
N -0.441 0.543 0.022 -0.30
C 2.260 -1.050 -0.043 -0.76
C -1.541 -0.049 -0.453 -0.12
C -2.228 -1.146 0.330 -0.06
C -0.070 1.687 -0.806 -0.03
H -1.506 -1.450 1.053 0.04
H 1.871 -1.157 1.010 0.06
H 3.170 0.903 1.093 -0.12
H -3.052 -0.759 0.896 0.07
H -0.083 1.482 -1.874 0.09
H -0.751 2.487 -0.675 0.08
H -2.626 -1.904 -0.362 0.08
H -2.214 0.509 -1.046 0.10
H 1.047 1.871 -0.525 0.10
H 0.172 -0.560 1.444 0.03
```

E_LUMO (alpha / beta): 0.7696 / 0.7691 eV
molecular weight: 134.20 Da
multiplicity: 1

---

Energy ordering: b at the bottom, the next structure 188.9 kcal/mol above.

---

a | ORCA calculation (ωB97M-V/def2-TZVPD) on a cluster of 2 separate species, CHF4N2O in total.

```
9
Properties=species:S:1:pos:R:3:lowdin_charge:R:1
F -1.656 -0.943 -0.280 0.30
F -2.268 1.075 -0.350 0.23
F -1.473 0.299 1.448 0.30
F 2.846 -0.223 0.058 0.02
O 0.299 1.690 -0.599 0.33
N 1.918 -0.965 -0.412 0.16
N 0.107 0.635 -0.292 0.19
C -1.420 0.203 0.184 -0.65
H 1.647 -1.770 0.242 0.13
```

E_LUMO (alpha / beta): -7.7338 / -8.9712 eV
molecular weight: 133.02 Da
multiplicity: 1
total charge: +1

---

b | ORCA calculation (ωB97M-V/def2-TZVPD) on a cluster of 2 separate species, CHF4N2O in total.

```
9
Properties=species:S:1:pos:R:3:lowdin_charge:R:1
F -3.399 -0.267 1.433 0.25
F 0.922 -0.714 -0.277 0.08
F -4.031 0.665 -0.394 0.24
F -3.235 -1.390 -0.352 0.26
O -1.490 1.259 -0.664 0.32
N -0.150 -1.389 -0.062 0.24
N -1.842 0.273 -0.105 0.18
C -3.186 -0.198 0.145 -0.70
H -0.374 -1.614 0.924 0.12
```

E_LUMO (alpha / beta): -8.5358 / -9.3251 eV
molecular weight: 133.02 Da
multiplicity: 1
total charge: +1

---

Energy ordering: a at the bottom, the next structure 6.9 kcal/mol above.